Record 1
Molecular formula: C38H34Br4F12N3O4Si2Tc
Method: DFT, the ωB97M-V functional and the def2-TZVPD basis

Positions of all 98 atoms, in Å:
C 2.146 3.837 0.710
H 3.090 -2.083 5.770
H 1.039 -1.691 -2.820
C 3.131 4.556 0.104
F 3.939 0.117 -0.362
H 3.517 5.444 0.579
Si 0.162 2.316 2.331
C 2.311 -1.447 0.482
N 1.558 1.210 -1.699
H 0.535 -1.034 -4.381
C -5.613 -3.560 0.994
C 3.643 4.150 -1.142
F -5.063 1.068 1.575
H -0.221 0.471 3.981
O -1.846 1.249 0.098
C -1.427 -0.719 -2.744
H -1.537 0.496 2.823
C 1.626 2.654 0.127
H 3.463 -2.304 2.743
H 3.524 2.766 -2.732
C -2.509 -1.260 -4.832
H -0.006 -2.589 5.179
F -3.261 1.914 2.301
H -3.093 -4.610 1.229
C 0.468 -2.334 4.243
H -0.305 4.818 2.006
Tc -0.055 0.401 -0.495
H 2.452 3.129 3.275
C -2.008 -1.659 -3.609
H 1.755 4.186 1.644
Br -1.922 2.865 -4.793
C 2.403 -2.154 2.874
C -3.063 0.670 0.225
C 2.115 2.274 -1.175
C 2.706 -2.949 5.230
C -0.861 1.116 3.389
N 0.720 1.833 0.651
H 0.827 2.289 -4.448
F -4.178 2.753 0.576
O 1.564 -0.907 -0.504
H -6.392 -2.880 1.331
H -5.559 -4.406 1.676
H -1.654 3.990 2.754
C -0.873 3.893 2.007
C 4.047 0.139 -3.242
C 3.611 -0.604 0.705
F 3.397 -3.649 0.695
C -2.462 0.094 -5.198
C -3.904 0.766 -1.103
H 4.270 -0.793 -2.735
H 2.228 1.407 3.426
C 1.712 2.364 3.472
O -0.769 1.450 -2.305
F 3.461 -2.674 -1.213
Br -3.244 -2.523 -6.008
N -0.557 -0.872 1.017
F 1.616 -3.494 -0.470
C -3.092 -3.539 1.089
C -1.813 -1.464 0.916
H -5.900 -3.939 0.012
C -4.227 -1.496 0.667
C 3.143 3.052 -1.772
C -1.352 0.669 -3.119
C -3.025 -0.794 0.639
C -0.296 -1.833 3.216
C -1.897 -2.862 1.092
C 0.262 -1.444 1.979
C 1.373 -1.155 -3.701
H -0.979 -3.411 1.229
F -5.215 0.949 -0.901
Br -3.161 0.626 -6.855
H -1.462 1.702 4.077
Br -2.096 -3.432 -3.014
C -4.294 -2.858 0.922
H 4.426 4.732 -1.603
O -0.900 -1.003 -1.621
H 2.141 -3.558 5.930
C 1.795 1.818 -4.584
C -3.896 1.595 1.178
H 4.357 0.032 -4.279
F 4.689 -1.344 1.006
H 1.368 2.495 4.494
H 2.107 -1.780 -4.200
H 3.554 -3.523 4.867
H -1.359 -1.715 3.361
H 1.809 1.348 -5.563
H -5.154 -0.974 0.491
C 1.640 -1.657 1.823
F 3.474 0.273 1.713
H 2.532 2.615 -4.608
F -3.502 1.776 -1.869
H 4.660 0.910 -2.790
C 1.845 -2.483 4.101
C 2.715 -2.829 -0.116
F -3.839 -0.342 -1.863
Si 2.173 0.505 -3.235
H -1.357 3.807 1.036
C -1.906 1.042 -4.356

total energy	-383355.14341	eV

From a Mulliken analysis of the wavefunction, the atomic charges in e read: number 1, C, carries -1.19; number 2, H, carries 0.29; number 3, H, carries -0.14; number 4, C, carries -1.28; number 5, F, carries -0.10; number 6, H, carries 0.45; number 7, Si, carries 0.71; number 8, C, carries 1.63; number 9, N, carries 1.34; number 10, H, carries 0.24; number 11, C, carries -1.70; number 12, C, carries -1.30; number 13, F, carries -0.27; number 14, H, carries 0.40; number 15, O, carries -0.97; number 16, C, carries -0.95; number 17, H, carries -0.11; number 18, C, carries 1.42; number 19, H, carries 0.54; number 20, H, carries 0.36; number 21, C, carries 0.35; number 22, H, carries 0.40; number 23, F, carries -0.18; number 24, H, carries 0.44; number 25, C, carries -1.00; number 26, H, carries 0.50; number 27, Tc, carries -1.13; number 28, H, carries 0.50; number 29, C, carries -0.10; number 30, H, carries 0.42; number 31, Br, carries -0.15; number 32, C, carries -0.71; number 33, C, carries 2.26; number 34, C, carries 0.55; number 35, C, carries -1.71; number 36, C, carries -0.88; number 37, N, carries 1.79; number 38, H, carries 0.11; number 39, F, carries -0.27; number 40, O, carries 0.13; number 41, H, carries 0.42; number 42, H, carries 0.41; number 43, H, carries 0.42; number 44, C, carries -1.38; number 45, C, carries -1.46; number 46, C, carries -0.15; number 47, F, carries -0.27; number 48, C, carries 0.50; number 49, C, carries 0.19; number 50, H, carries 0.27; number 51, H, carries 0.20; number 52, C, carries -1.29; number 53, O, carries -0.51; number 54, F, carries -0.21; number 55, Br, carries -0.14; number 56, N, carries 1.49; number 57, F, carries -0.17; number 58, C, carries -1.34; number 59, C, carries 0.36; number 60, H, carries 0.29; number 61, C, carries -0.64; number 62, C, carries -1.12; number 63, C, carries 1.36; number 64, C, carries -1.51; number 65, C, carries -0.01; number 66, C, carries 0.14; number 67, C, carries 0.56; number 68, C, carries -0.87; number 69, H, carries 0.65; number 70, F, carries -0.30; number 71, Br, carries -0.13; number 72, H, carries 0.72; number 73, Br, carries -0.10; number 74, C, carries 0.29; number 75, H, carries 0.46; number 76, O, carries -0.33; number 77, H, carries 0.41; number 78, C, carries -1.16; number 79, C, carries 0.27; number 80, H, carries 0.49; number 81, F, carries -0.31; number 82, H, carries 0.43; number 83, H, carries 0.72; number 84, H, carries 0.40; number 85, H, carries 0.54; number 86, H, carries 0.41; number 87, H, carries 0.50; number 88, C, carries -1.65; number 89, F, carries -0.17; number 90, H, carries 0.42; number 91, F, carries -0.30; number 92, H, carries 0.36; number 93, C, carries 0.27; number 94, C, carries 0.22; number 95, F, carries -0.23; number 96, Si, carries 0.97; number 97, H, carries 0.23; number 98, C, carries -0.30

***

Record 2
Molecular formula: C38H34CeCl4N4O2P
Method: DFT, the ωB97M-V functional and the def2-TZVPD basis

Positions of all 84 atoms, in Å:
H 0.015 0.811 3.749
C 0.464 -0.150 4.009
C -4.184 0.786 -2.424
P -0.227 1.435 -1.647
H -1.027 -3.098 2.149
C -2.057 1.620 -1.640
C 1.197 5.341 -1.677
H 1.327 -1.846 6.811
H 2.268 0.416 -5.776
O -0.791 -1.418 -0.827
H -5.923 1.774 -1.651
H 0.339 2.714 2.076
H -0.188 -4.597 4.119
C 1.734 -3.364 2.446
H 1.245 -5.599 3.775
C 0.657 4.135 -2.098
C 0.019 1.473 -3.465
H -1.738 2.627 -3.910
H -4.750 0.081 -3.021
C -0.611 2.191 -5.679
C 3.732 -0.115 0.739
H 4.154 0.795 2.508
C 1.392 0.902 -5.366
C -0.473 -3.823 1.529
H -2.165 3.349 -0.359
C 1.113 4.577 0.594
C 1.439 5.555 -0.330
C 0.343 -5.165 3.341
H 2.100 -1.562 -1.694
C 0.830 -1.044 2.981
Cl -2.344 -3.546 -2.036
C -0.860 2.142 -4.317
H 0.311 0.303 6.107
C 5.057 -0.456 0.425
H 5.861 -0.116 1.063
C -4.841 1.745 -1.667
H 1.987 -2.916 1.476
H -1.152 -4.637 1.272
C -2.723 2.602 -0.914
N 0.699 -4.368 2.183
C 0.514 1.570 -6.205
H 1.993 -3.489 5.093
C 5.301 -1.233 -0.681
H 1.831 0.334 -3.344
H -0.749 2.055 1.032
C 0.321 3.138 -1.185
C 1.179 -1.625 5.761
H -0.306 -5.980 3.015
H -4.617 3.409 -0.333
C 0.623 -0.422 5.362
N 3.433 0.664 1.821
C -2.481 -0.614 0.677
Ce 0.226 -0.352 0.651
C -2.920 -2.474 -0.809
C 2.967 -1.268 -1.107
Cl -6.281 -1.788 1.240
C -4.109 2.654 -0.919
H 2.615 -3.906 2.804
H 2.495 0.574 2.192
H -2.288 -0.037 -2.989
N 0.219 2.375 1.130
H 4.385 -2.281 -2.342
C -4.230 -2.566 -0.347
C 1.548 -2.545 4.791
H 6.315 -1.514 -0.934
Cl -5.301 -3.748 -1.002
H 1.299 4.739 1.650
O -1.679 0.334 1.150
H 0.503 3.967 -3.154
H 1.879 6.486 0.003
C 1.364 -2.271 3.438
H 1.433 6.106 -2.404
H -1.298 2.717 -6.330
C 4.232 -1.661 -1.470
C -2.801 0.715 -2.400
C -3.788 -0.742 1.144
C -4.668 -1.697 0.642
N 2.705 -0.508 -0.031
C 1.143 0.854 -4.001
C 0.543 3.380 0.180
H 0.701 1.603 -7.271
C -2.026 -1.509 -0.346
Cl -4.289 0.353 2.380
H -0.167 -3.348 0.593

spin multiplicity	2
total energy	-122322.67288	eV

From a Mulliken analysis of the wavefunction, the atomic charges in e read: number 1, H, carries 0.29; number 2, C, carries 0.05; number 3, C, carries -0.95; number 4, P, carries 2.09; number 5, H, carries 0.33; number 6, C, carries 0.19; number 7, C, carries -0.87; number 8, H, carries 0.39; number 9, H, carries 0.44; number 10, O, carries -0.43; number 11, H, carries 0.41; number 12, H, carries 0.25; number 13, H, carries 0.33; number 14, C, carries -1.64; number 15, H, carries 0.32; number 16, C, carries -0.91; number 17, C, carries 0.14; number 18, H, carries 0.52; number 19, H, carries 0.43; number 20, C, carries -0.74; number 21, C, carries 0.69; number 22, H, carries 0.28; number 23, C, carries -0.67; number 24, C, carries -0.71; number 25, H, carries 0.35; number 26, C, carries -0.65; number 27, C, carries -0.75; number 28, C, carries -0.99; number 29, H, carries 0.67; number 30, C, carries 0.69; number 31, Cl, carries -0.23; number 32, C, carries -0.29; number 33, H, carries 0.42; number 34, C, carries -0.98; number 35, H, carries 0.40; number 36, C, carries -0.52; number 37, H, carries -0.13; number 38, H, carries 0.49; number 39, C, carries -0.21; number 40, N, carries 0.12; number 41, C, carries -0.61; number 42, H, carries 0.39; number 43, C, carries -0.38; number 44, H, carries 0.37; number 45, H, carries -0.03; number 46, C, carries 0.30; number 47, C, carries -0.68; number 48, H, carries 0.34; number 49, H, carries 0.41; number 50, C, carries -1.06; number 51, N, carries -0.23; number 52, C, carries -0.11; number 53, Ce, carries 0.36; number 54, C, carries 0.36; number 55, C, carries -0.27; number 56, Cl, carries -0.21; number 57, C, carries -0.95; number 58, H, carries 0.75; number 59, H, carries -0.04; number 60, H, carries 0.45; number 61, N, carries 0.13; number 62, H, carries 0.48; number 63, C, carries 0.25; number 64, C, carries -0.60; number 65, H, carries 0.40; number 66, Cl, carries -0.21; number 67, H, carries 0.46; number 68, O, carries -0.75; number 69, H, carries 0.38; number 70, H, carries 0.40; number 71, C, carries 0.72; number 72, H, carries 0.44; number 73, H, carries 0.42; number 74, C, carries -1.18; number 75, C, carries -0.03; number 76, C, carries 0.56; number 77, C, carries 0.57; number 78, N, carries 0.28; number 79, C, carries -0.63; number 80, C, carries 0.24; number 81, H, carries 0.39; number 82, C, carries -0.32; number 83, Cl, carries -0.23; number 84, H, carries 0.03